No. 1
Formula: C6H11N
Source: the OMol25 dataset
Level of theory: ωB97M-V/def2-TZVPD

```
18
Properties=species:S:1:pos:R:3:forces:R:3
C 3.187 0.570 -0.023 1.87 0.64 0.49
C 0.306 -0.447 -0.461 -1.36 1.83 -0.59
H -1.277 -0.949 -1.608 0.25 0.82 -1.67
H -2.888 0.822 1.829 -0.63 -0.21 0.74
C -2.054 0.796 1.179 0.13 1.33 -2.60
H 4.041 1.130 0.548 -1.54 -1.18 -0.41
H 3.406 -0.999 1.207 -0.50 0.09 -0.51
H 1.028 -0.757 -1.191 0.29 -0.54 0.18
C -2.121 0.014 0.003 -0.21 0.20 -0.18
C -3.294 -0.634 -0.426 2.83 -1.87 0.30
H 2.413 1.359 -0.180 -0.39 -0.77 0.55
H -4.198 -0.425 0.019 -1.91 0.43 0.97
H 0.651 -0.166 0.533 0.03 0.03 -0.11
H 3.597 0.565 -1.035 0.11 -0.31 -0.54
C -0.949 -0.187 -0.915 0.02 -2.67 2.35
H -1.470 1.737 1.133 0.31 -1.07 0.50
H -3.225 -1.626 -0.968 -0.12 1.73 -0.04
N 2.846 -0.804 0.354 0.81 1.51 0.55
```
Positions in Å, forces in eV/Å.

Summary:
Highest occupied orbital energy (eV): -6.12
Energy above the lowest of the compared OMol25 structures with the same formula, charge and spin (eV): 9.552
Kohn-Sham gap (eV): 2.690

Atomic partial charges in e from the Mulliken method, atoms 1 to 4: number 1, C, carries -0.675; number 2, C, carries -0.571; number 3, H, carries 0.236; number 4, H, carries 0.356

***

No. 2
Formula: C27H29FeN7S
Source: the OMol25 dataset
Level of theory: ωB97M-V/def2-TZVPD

```
65
Properties=species:S:1:pos:R:3:forces:R:3
C -0.823 4.278 -1.770 -0.08 0.00 -0.03
S -1.467 -1.448 1.771 0.12 0.34 -0.14
H 2.034 1.573 0.687 0.04 0.09 0.00
C -0.428 -4.468 -0.948 -0.05 -0.03 0.06
H -3.684 0.789 1.496 0.10 0.08 0.04
C -1.122 3.001 -1.340 0.16 -0.18 -0.46
H -4.304 -0.842 -0.527 -0.01 0.09 0.07
C 3.872 -0.493 2.599 0.10 -0.10 0.06
C -0.788 0.892 2.997 0.12 0.04 0.22
C -3.154 -1.660 1.105 0.02 -0.23 -0.03
H -3.325 -2.731 1.004 -0.08 -0.02 0.09
H -1.136 -5.278 -0.844 -0.01 0.02 0.02
H 2.474 3.792 -2.155 -0.02 -0.02 0.01
H 4.862 -0.601 3.024 -0.01 0.00 0.01
H 4.972 0.059 -2.611 0.01 0.00 0.03
H 0.791 5.591 -2.317 -0.01 -0.01 -0.01
H -1.452 -0.829 4.065 -0.09 0.00 -0.02
N -2.527 0.299 -0.191 0.81 0.22 -1.20
C -0.765 -3.200 -0.526 0.44 0.12 -0.17
C -3.256 -0.978 -0.249 -0.32 -0.06 0.31
N 1.390 0.008 -1.222 -0.22 0.27 -0.26
C -3.107 1.313 0.738 0.19 0.05 0.03
H -2.801 -1.592 -1.022 0.05 0.07 -0.07
H 1.136 -5.643 -1.844 -0.01 0.01 0.00
Fe -0.434 0.011 0.153 0.29 -0.90 1.74
N -0.216 2.026 -1.150 -0.07 0.23 -0.08
C -2.000 2.184 1.315 -0.25 -0.05 0.28
H 0.224 0.627 3.278 -0.02 0.01 0.04
C 1.048 2.318 -1.515 -0.02 0.02 0.07
C 0.501 4.594 -2.015 0.04 0.10 -0.02
H 0.022 2.042 1.542 -0.11 0.10 -0.03
H -2.360 2.720 2.195 0.08 -0.15 0.11
H 2.626 -3.695 -2.087 -0.01 0.02 0.01
N 0.033 -2.119 -0.625 -0.44 -0.12 -0.38
C 4.532 1.595 1.425 -0.07 -0.21 0.12
C 2.047 -1.128 -1.429 -0.01 -0.05 0.00
C -1.704 -0.295 3.147 -0.09 -0.25 0.30
N -0.770 1.404 1.599 -0.35 0.25 0.15
C 2.289 0.702 1.268 -0.17 0.10 0.37
H 3.696 2.161 -2.379 0.00 -0.02 0.02
C 2.877 -1.427 2.836 0.01 0.04 0.02
C 3.348 -1.155 -1.909 0.11 0.03 0.02
H 3.878 -2.086 -2.047 -0.02 0.02 -0.01
C 1.657 -3.576 -1.626 0.13 0.04 0.02
C 1.960 1.159 -1.579 -0.10 0.02 -0.27
C 1.237 -2.327 -1.194 -0.07 -0.07 0.09
H -2.543 0.677 -1.139 0.00 0.04 0.06
H -3.859 -1.305 1.855 0.02 0.08 -0.05
H 3.058 -2.282 3.473 -0.01 -0.02 -0.04
H -2.155 2.745 -1.174 -0.16 0.01 -0.10
H -1.722 2.931 0.602 -0.04 0.29 0.12
C 3.566 0.592 1.789 0.08 0.21 -0.05
H -1.614 5.004 -1.908 0.00 -0.03 0.00
C 1.642 -1.270 2.235 0.03 0.04 -0.23
N 1.333 -0.211 1.457 0.27 -0.46 -0.53
C 3.251 1.223 -2.081 0.01 0.03 0.00
H -1.116 1.671 3.688 0.03 0.12 -0.12
C 3.962 0.044 -2.223 0.07 -0.02 0.00
C 0.823 -4.666 -1.501 0.02 -0.18 -0.06
H -2.759 -0.039 3.197 0.03 0.10 0.04
H -1.727 -3.063 -0.093 -0.35 0.02 0.11
N 5.300 2.373 1.077 -0.01 0.11 -0.07
H -3.809 1.980 0.232 -0.09 -0.23 -0.16
H 0.883 -2.025 2.376 -0.03 -0.05 -0.04
C 1.443 3.588 -1.909 0.08 0.01 -0.02
```
Positions in Å, forces in eV/Å.

Summary:
Total charge: +3
Highest occupied orbital energy (spin up / spin down) (eV): -17.41 / -17.41
Spin multiplicity: 2
Energy above the lowest of the compared OMol25 structures with the same formula, charge and spin (eV): 1.686
Kohn-Sham gap (spin up / spin down) (eV): 6.354 / 7.589

Atomic partial charges in e from the Mulliken method, atoms 1 to 4: number 1, C, carries -1.103; number 2, S, carries 0.314; number 3, H, carries 1.055; number 4, C, carries -1.463

***

No. 3
Formula: C3H8O3
Source: the OMol25 dataset
Level of theory: ωB97M-V/def2-TZVPD

```
14
Properties=species:S:1:pos:R:3:forces:R:3
O 3.220 -4.055 -1.134 -0.84 0.80 -0.35
H -0.677 0.342 -2.237 -0.17 0.25 0.53
C -0.701 1.362 2.173 0.51 -1.60 2.82
H 2.477 -3.702 -0.593 0.78 -0.31 -0.61
O -1.168 1.398 0.905 -0.02 -0.21 -4.45
H -2.230 0.962 -1.592 0.47 0.07 0.37
H 0.392 1.422 2.308 -0.31 0.03 -0.42
H -1.046 0.374 2.522 0.50 0.31 0.86
C -0.618 0.571 -0.104 0.36 1.03 0.32
H 3.139 -3.594 -1.999 0.04 -0.46 0.97
H -1.176 2.139 2.795 0.09 -0.23 -0.57
O 0.299 -0.203 0.003 -0.83 0.43 1.10
H -0.776 2.010 -1.589 -0.29 -0.31 -0.13
C -1.135 0.975 -1.458 -0.30 0.22 -0.45
```
Positions in Å, forces in eV/Å.

Summary:
SMILES string: COC(C)=O.O
Highest occupied orbital energy (eV): -10.76
Energy above the lowest of the compared OMol25 structures with the same formula, charge and spin (eV): 1.029
Kohn-Sham gap (eV): 11.463

Atomic partial charges in e from the Mulliken method, atoms 1 to 4: number 1, O, carries -0.649; number 2, H, carries 0.295; number 3, C, carries -0.573; number 4, H, carries 0.329

***

No. 4
Formula: C38H71F13N3O5P2S
Source: the OMol25 dataset
Level of theory: ωB97M-V/def2-TZVPD

```
133
Properties=species:S:1:pos:R:3:forces:R:3
C 2.350 -0.792 1.298 -1.15 1.18 0.00
F 1.985 -0.664 9.699 1.22 3.03 -1.22
H 5.578 -3.117 -1.124 0.09 -1.47 -0.46
C -4.179 -0.782 -1.476 0.41 -0.31 0.55
H 1.451 -4.175 1.560 1.30 1.06 0.06
H -4.948 4.952 -0.933 0.17 0.06 -0.22
H 4.124 -1.073 2.621 -0.07 1.33 -0.66
F 1.539 3.138 9.589 -0.62 -2.31 -1.06
H 4.020 -6.948 -2.332 -0.77 1.09 -0.58
O 3.271 2.213 -0.486 -0.21 0.41 1.26
H 2.998 2.882 3.756 1.16 -1.19 0.00
H 5.538 -3.870 -2.784 0.10 -0.39 1.58
C 2.334 0.684 9.467 1.79 -1.60 3.15
F 4.646 0.562 8.869 -2.57 0.70 -1.10
H 3.368 -5.908 0.544 -0.71 1.37 -1.03
H -4.861 -1.067 -3.937 0.02 -0.21 0.31
C 0.959 1.955 -2.196 -0.18 0.65 -0.85
H 4.700 2.460 4.247 -1.18 -0.74 -0.28
O -2.559 -2.774 -0.552 0.40 0.46 -2.12
C 3.608 -5.894 -2.446 0.80 -0.05 1.03
H -5.102 -4.375 -3.645 0.04 0.02 0.05
H 3.842 -5.464 -3.472 -0.07 -0.65 1.36
H 3.122 -2.842 -0.319 0.32 -0.67 1.39
H -4.319 -0.927 -0.402 0.18 -0.10 -0.13
C 3.255 -0.245 7.102 1.19 -1.90 1.25
C -3.878 5.470 -3.837 0.00 -0.09 -0.44
C 4.258 -4.995 -1.302 -0.83 -0.02 1.66
H -0.214 -3.012 2.548 0.28 1.42 -0.86
H 2.538 2.918 -3.535 -0.70 0.05 1.56
C 3.379 0.859 8.285 2.80 -0.32 -0.02
H 6.480 -4.733 -1.458 -1.19 0.74 -0.06
C -2.753 4.493 -1.832 0.53 -0.52 -0.52
C -3.996 -1.697 -3.723 0.14 -0.30 -0.16
H -3.790 -5.290 -1.050 0.17 0.15 -0.02
C 3.743 2.008 3.838 -1.07 0.58 0.08
F 3.009 1.067 10.653 -1.42 -0.42 -2.83
H 0.827 1.776 -1.078 0.26 0.16 -1.55
C -2.487 -4.167 -2.382 1.07 -1.16 -1.43
H 2.217 1.433 5.361 1.25 -0.63 -0.58
H -5.073 -0.262 -1.832 0.09 -0.23 -0.21
C -3.720 -5.057 -2.119 -0.37 0.17 0.20
C -3.981 -2.117 -2.234 -0.98 1.52 -1.30
H -3.860 3.899 -6.166 0.01 -0.14 0.16
H 2.744 4.299 -0.811 0.53 -1.55 -0.34
F 0.660 1.606 11.073 0.22 0.12 -2.68
H 2.052 2.696 1.176 1.34 -0.48 0.08
C -2.151 -4.150 -3.899 -0.07 0.20 -0.33
H -2.811 5.453 -1.312 -0.31 -0.07 -0.15
H -2.742 3.702 -1.076 -0.06 0.00 -0.09
F 0.742 1.776 7.743 0.59 -0.11 2.04
H -0.350 -4.266 -1.879 -0.08 0.02 -0.02
H -2.877 5.508 -4.284 0.00 -0.19 0.12
C 0.107 -2.126 1.893 0.95 -0.67 0.14
C 3.832 -0.390 1.763 0.06 -1.44 -1.23
H 4.124 3.627 -1.796 -1.20 -0.49 0.49
C -5.037 -4.421 -2.553 0.05 0.07 -0.08
N -3.980 2.976 -3.445 3.42 0.72 -2.33
O 6.700 3.396 2.155 -1.50 -3.11 1.27
C 5.547 -4.121 -1.663 -1.46 0.52 -0.99
H 1.858 -1.781 3.215 -0.06 -0.36 -1.49
C -5.197 4.498 -1.896 -0.38 -0.11 0.03
C -1.260 -4.856 -1.734 -0.16 0.45 0.80
C -4.808 3.964 -5.619 0.37 0.34 0.15
C -4.679 1.473 -5.347 0.70 0.12 0.17
H -1.807 -3.167 -4.229 -0.12 -0.06 0.10
H -4.065 -2.536 -4.412 0.09 -0.03 0.03
H -0.087 -2.454 0.820 -0.06 0.74 1.29
H -6.771 3.640 -3.721 0.06 -0.02 0.08
H 6.833 2.388 -0.311 -0.14 -0.56 -0.01
H -1.786 4.487 -2.347 -0.23 -0.18 -0.03
C 3.394 -3.472 0.585 1.46 -1.58 1.12
F 4.369 -1.073 5.126 -0.32 2.14 1.16
H 1.276 1.016 -2.751 -0.48 0.98 1.06
C -4.910 2.810 -4.603 -1.93 -0.89 -0.66
H -5.339 -3.130 -0.870 0.19 0.09 -0.03
N 6.464 1.539 0.139 -0.88 1.15 2.88
F 5.262 0.814 5.993 -2.30 -0.98 -0.10
F 3.535 2.166 7.795 -1.06 -2.37 0.80
H -5.448 1.310 -6.107 -0.09 0.26 0.21
H 1.684 0.126 1.512 0.66 -1.34 -0.35
H -3.723 1.446 -5.875 -0.01 0.05 0.25
S 0.768 1.691 9.393 -4.63 0.84 2.79
O -2.729 2.695 -3.878 -1.93 -0.12 1.13
H -7.037 2.403 -4.915 0.25 0.00 -0.03
H -3.326 -0.114 -1.626 -0.03 -0.07 -0.01
H -5.656 3.538 -1.649 0.07 0.08 -0.13
H -3.000 -4.443 -4.520 0.01 0.13 0.02
H -3.105 -1.115 -3.974 -0.05 -0.06 0.06
C -5.191 -3.028 -1.951 0.16 -0.45 0.21
H 1.459 4.102 -2.679 0.85 -1.40 0.32
H 7.223 0.915 3.488 0.21 -0.61 -0.59
H -0.045 2.293 -2.637 1.35 -0.69 0.72
F 3.941 -1.385 7.611 -1.55 2.13 -0.99
H 6.659 3.390 3.146 0.34 0.66 -0.85
H 2.306 -0.915 0.157 0.16 0.10 1.76
H 2.532 0.103 4.159 0.82 1.15 0.95
H 3.629 3.619 1.015 -0.49 -1.44 0.32
C 3.050 0.919 4.779 -0.03 0.16 -0.03
P 4.084 1.439 2.074 -0.02 -0.71 0.44
H 2.808 -3.827 2.733 -0.55 0.34 -1.56
H -1.094 -5.842 -2.176 -0.21 0.18 -0.20
H -3.603 -6.019 -2.631 0.25 0.18 0.00
H 4.532 -0.667 0.891 -0.73 0.71 1.34
H -6.106 -2.569 -2.339 0.20 0.19 -0.02
H -5.870 -5.050 -2.229 0.03 0.00 -0.03
O 7.201 0.665 2.532 -2.48 2.81 0.25
H -0.459 -1.193 2.205 0.65 -1.13 -0.59
H 2.479 -5.854 -2.310 1.56 -0.34 -0.17
H -4.714 0.629 -4.655 0.05 0.30 -0.09
H -5.597 3.873 -6.371 0.00 -0.23 0.16
H -1.390 -5.026 -0.660 -0.04 0.23 -0.17
H -4.022 6.435 -3.337 0.03 -0.24 0.19
N -2.680 -2.766 -1.899 -1.12 -1.21 3.84
H -6.459 1.945 -3.317 0.07 0.08 -0.04
C 3.107 3.357 -1.364 -0.46 1.35 -1.12
H -5.959 5.137 -2.348 -0.01 -0.13 -0.02
C 3.661 -4.960 0.001 1.09 1.27 -2.51
H -4.710 6.110 -5.716 -0.02 0.00 0.04
F -0.670 2.512 9.402 2.26 -1.07 -0.25
H -5.910 5.520 -4.592 0.05 -0.04 0.01
C -6.370 2.703 -4.101 -0.09 0.18 0.18
H -1.338 -4.836 -4.148 -0.15 -0.06 0.23
F 1.949 -0.666 6.859 2.26 1.23 0.08
H 4.398 -3.159 1.057 -1.44 0.17 -0.81
P 6.233 1.817 1.697 4.03 -0.44 -3.38
C 4.039 0.166 5.769 -0.45 -1.09 -1.62
C 2.017 3.110 -2.532 0.13 0.24 0.15
C 1.702 -2.008 2.097 -0.52 -0.01 0.25
F -0.140 0.273 9.373 1.31 2.39 -0.69
C -4.897 5.339 -4.965 -0.08 -0.06 0.06
C 2.320 -3.452 1.762 0.18 -0.15 0.40
C -3.947 4.326 -2.803 -0.59 1.04 1.72
C 3.154 2.574 0.892 -0.16 1.51 -1.06
```
Positions in Å, forces in eV/Å.

Summary:
Total charge: +1
Highest occupied orbital energy (eV): -9.54
Spin multiplicity: 3
Kohn-Sham gap (eV): 6.094

Atomic partial charges in e from the Mulliken method, atoms 1 to 4: number 1, C, carries -0.961; number 2, F, carries -0.224; number 3, H, carries 0.216; number 4, C, carries -1.978

***

No. 5
Formula: C3H7N2O2S
Source: the OMol25 dataset
Level of theory: ωB97M-V/def2-TZVPD

```
15
Properties=species:S:1:pos:R:3:forces:R:3
C 2.518 0.321 -0.025 2.80 0.49 -1.16
H -0.879 0.392 1.174 0.05 0.91 0.54
H -0.063 -0.955 -1.760 0.31 -0.12 0.12
H -1.075 -1.182 0.086 0.14 -1.26 -0.11
N 0.833 -0.463 -1.744 1.26 0.94 1.73
C 1.285 -0.407 -0.508 0.09 0.28 -2.65
O -2.002 -1.222 -0.326 -0.53 2.52 0.79
S 0.625 -1.172 0.828 -0.56 -1.48 2.07
N -1.828 0.738 1.002 0.55 0.66 0.42
H 3.039 1.124 -0.589 -0.57 -0.71 -1.02
C -2.467 0.018 0.046 -0.82 -0.47 -0.25
O -3.476 0.508 -0.386 -1.73 -0.20 -1.44
H 3.383 -0.339 0.308 -1.35 0.29 -0.44
H 2.303 0.908 0.819 -0.81 0.28 1.56
H -2.197 1.731 1.074 1.18 -2.14 -0.15
```
Positions in Å, forces in eV/Å.

Summary:
Total charge: -1
Highest occupied orbital energy (eV): -4.19
Energy above the lowest of the compared OMol25 structures with the same formula, charge and spin (eV): 0.116
Kohn-Sham gap (eV): 7.842

Atomic partial charges in e from the Mulliken method, atoms 1 to 4: number 1, C, carries -1.066; number 2, H, carries 0.172; number 3, H, carries 0.373; number 4, H, carries 0.052

***

No. 6
Formula: C7H14FNO8PS3
Source: the OMol25 dataset
Level of theory: ωB97M-V/def2-TZVPD

```
35
Properties=species:S:1:pos:R:3:forces:R:3
F -1.254 -1.199 1.354 0.09 -0.57 -0.39
H -0.718 -0.869 6.132 0.01 0.21 -0.12
H -0.455 0.823 -5.186 0.03 0.22 -0.14
O -3.711 3.071 -6.880 -0.09 0.04 -0.09
C -0.158 -0.658 0.732 0.31 1.32 1.20
H -1.046 -0.097 -7.362 0.03 -0.03 0.06
C 0.741 0.056 1.782 0.20 -0.33 -0.45
O 0.820 0.179 5.201 0.18 0.16 0.31
S -2.561 2.394 -7.347 0.04 -0.25 0.00
H 0.724 1.127 1.570 0.05 -0.12 0.21
H 0.723 -1.817 5.695 0.00 -0.01 0.05
H 1.067 -1.407 8.070 0.27 0.02 -0.04
S 1.678 -0.369 -3.594 0.61 0.27 0.22
P 0.790 -1.934 -0.218 -1.89 -0.64 -0.37
C -1.448 1.050 -5.568 -0.34 -0.13 0.33
H 2.176 -1.750 -0.067 -0.18 -0.01 -0.13
H -0.525 0.108 0.037 0.08 -0.43 -0.31
O 2.159 2.103 5.942 0.09 0.13 -0.33
O -1.898 2.754 -8.543 0.02 0.18 0.00
H -2.262 -0.837 -6.294 -0.24 0.08 -0.10
H -2.166 1.041 -4.743 0.02 -0.06 0.01
O -2.883 0.815 -7.387 -0.06 0.29 0.42
O -1.466 2.345 -6.161 0.06 -0.20 -0.31
C 1.002 -0.539 7.421 -0.44 0.30 0.23
N 0.264 -1.918 -1.841 0.99 -0.42 2.85
C -1.872 0.104 -6.674 0.46 -0.11 -0.24
O 2.311 -0.057 7.094 0.03 -0.22 -0.58
H 0.412 -3.195 0.287 0.30 0.27 -0.03
H 1.774 -0.293 1.669 -0.05 0.26 0.40
H 0.406 -0.123 2.818 0.07 -0.05 -0.59
O 3.261 0.166 4.842 0.05 0.13 -0.11
H 0.464 0.261 7.935 -0.04 -0.04 0.00
S 2.267 0.716 5.692 -0.28 -0.26 0.55
C 0.368 -0.859 6.084 0.05 -0.46 0.01
C 1.014 -1.192 -2.490 -0.44 0.49 -2.51
```
Positions in Å, forces in eV/Å.

Summary:
Total charge: +1
Highest occupied orbital energy (eV): -13.19
Energy above the lowest of the compared OMol25 structures with the same formula, charge and spin (eV): 0.535
Kohn-Sham gap (eV): 8.251

Atomic partial charges in e from the Mulliken method, atoms 1 to 4: number 1, F, carries -0.278; number 2, H, carries 0.327; number 3, H, carries -0.165; number 4, O, carries -0.515